Computed, not measured: 2 unconnected molecules or ions with the total composition C3H4OS, with ωB97M-V/def2-TZVPD.

Last column: Löwdin spin population.
Positions of all 9 atoms, in Å:
C 0.38 -0.03 -1.52  0.1461
C -0.54 -0.20 -0.46  0.2950
C -0.03 0.03 1.60  0.4237
O -0.02 -1.33 -1.27  0.1072
S -1.22 0.74 -1.93  0.9670
H 1.33 0.39 -1.91  -0.0035
H 0.49 0.95 1.34  0.0172
H 0.61 -0.72 1.97  0.0316
H -0.99 0.17 2.17  0.0157

Results
Energy (a.u.): -589.82160
Lowest unoccupied orbital energy (spin up / spin down) (eV): 0.794 / -2.875
Highest occupied orbital energy (spin up / spin down) (eV): -6.0 / -9.8
Multiplicity: 3
HOMO-LUMO gap (spin up / spin down) (Eh): 0.2513 / 0.2558